# C3H5ClN2

One molecule with the formula C3H5ClN2 (ωB97M-V/def2-TZVPD, OMol25).

```
11
Properties=species:S:1:pos:R:3:forces:R:3
H -3.206 -0.531 -0.344 1.2 1.6 0.0
N -2.600 0.352 -0.261 0.0 -1.0 0.7
C -1.399 0.030 0.084 -1.1 -3.1 -0.9
N -0.945 -1.280 0.243 -0.8 -1.7 -1.2
C -0.347 0.991 0.230 -0.1 3.0 -0.6
C 0.963 1.046 -0.062 -0.8 1.6 1.7
Cl 1.984 -0.356 -0.078 0.4 0.6 -0.5
H 0.067 -1.355 -0.010 -1.6 -0.6 0.4
H -1.618 -2.053 -0.149 2.1 2.1 1.0
H -0.851 1.959 0.416 0.7 -0.2 -0.3
H 1.392 2.114 0.021 0.0 -2.3 -0.3
```
Positions in Å, forces in eV/Å.

LUMO energy: 0.37 eV
E_HOMO: -9.288 eV
SMILES: [H]/N=C(N)/C=C\Cl

***

# C3H5ClN2

One molecule with the formula C3H5ClN2 (ωB97M-V/def2-TZVPD, OMol25).

```
11
Properties=species:S:1:pos:R:3:forces:R:3
H -1.588 -1.577 0.969 -2.9 1.6 -3.6
N -2.442 -1.252 0.122 2.1 0.0 2.8
C -2.393 -0.017 -0.203 2.3 -0.6 1.2
N -1.322 0.947 0.164 -8.5 3.3 -5.0
C -0.008 0.949 0.141 4.9 -1.8 1.6
C 0.757 -0.128 -0.238 -0.8 0.5 1.0
Cl 2.470 -0.242 -0.006 0.1 0.4 0.1
H -3.211 0.525 -0.749 0.7 -1.0 0.4
H -1.708 1.802 -0.644 1.7 -2.4 3.5
H 0.332 1.822 0.811 0.5 -1.3 -1.8
H 0.391 -1.144 -0.487 -0.3 1.2 -0.3
```
Positions in Å, forces in eV/Å.

LUMO energy: 0.32 eV
E_HOMO: -8.715 eV
SMILES: [H]/N=C\N/C=C/Cl